<i>
Here is a single C21H31N3O4 molecule from the OMol25 dataset. Energies are from ωB97M-V/def2-TZVPD.

As for the highest occupied orbital energy: -0.32258 hartree. As for the HOMO-LUMO gap: 9.399 eV. The molar mass comes out at 389.50 g mol⁻¹.

Atoms and positions in Å:
C -2.32104 -3.62710 -1.02821
C -2.30519 -2.12749 -0.85504
O -2.25530 -1.56741 0.22144
N -2.41558 -1.43938 -2.02327
H -2.16060 -1.91255 -2.87585
C -2.22253 -0.00576 -1.98438
C -0.74254 0.26784 -1.67404
O 0.10021 -0.49255 -2.11326
N -0.44547 1.31413 -0.87365
C -1.45599 2.28565 -0.49732
C -2.31427 1.80922 0.63819
C -3.66090 1.88523 0.84509
C -3.90791 1.24017 2.08193
C -2.69691 0.81740 2.52813
O -1.72788 1.16343 1.66668
H -2.40159 0.27573 3.40376
H -4.85648 1.10711 2.55901
H -4.38463 2.34224 0.20092
H -0.95446 3.21514 -0.22073
H -2.09806 2.51237 -1.35360
C 0.97208 1.46690 -0.47543
C 1.14928 2.31885 0.78903
H 0.63875 1.84709 1.62953
C 2.63202 2.51185 1.10255
C 3.30637 3.25428 -0.04572
C 3.18487 2.43581 -1.32514
C 1.72765 2.11260 -1.64826
H 1.69149 1.42886 -2.49727
H 1.19761 3.03162 -1.92142
H 3.62028 2.98166 -2.16500
H 3.72826 1.50016 -1.20480
H 4.35949 3.42332 0.18529
H 2.83163 4.23118 -0.17839
H 3.11672 1.54572 1.24195
H 2.72965 3.07889 2.03118
H 0.72805 3.31641 0.64237
C 1.52774 0.05486 -0.13157
O 2.63154 -0.31126 -0.46831
N 0.72066 -0.63342 0.70118
H -0.22620 -0.31239 0.83474
C 0.98154 -1.99549 1.13488
H 0.08091 -2.30572 1.66974
C 2.21485 -2.08070 2.05606
C 2.90214 -3.38629 1.66910
H 2.39297 -4.23416 2.13316
C 2.71348 -3.42184 0.15612
H 3.37697 -2.69453 -0.30948
H 2.90172 -4.40548 -0.27305
C 1.26542 -2.97090 -0.02958
H 0.59113 -3.82558 0.03979
H 1.10999 -2.47688 -0.98667
H 3.94997 -3.40669 1.96529
H 2.87597 -1.24555 1.82963
H 1.94277 -2.03654 3.11016
H -2.49187 0.42244 -2.95159
H -2.87519 0.38066 -1.20196
H -1.41530 -3.94152 -1.54232
H -3.18258 -3.92734 -1.62006
H -2.36410 -4.10493 -0.05401

***

<ii>
Here is a single C21H31N3O4 molecule from the OMol25 dataset. Energies are from ωB97M-V/def2-TZVPD.

As for the highest occupied orbital energy: -0.29739 hartree. As for the HOMO-LUMO gap: 8.857 eV. The molar mass comes out at 389.50 g mol⁻¹.

Atoms and positions in Å:
C -6.56400 -3.16326 0.41514
H -6.87474 -3.15891 -0.63690
O -6.32145 -1.86006 0.88049
C -5.29573 -1.20480 0.17546
C -5.12303 0.19224 0.78661
N -4.06554 0.92859 0.15162
C -2.75497 0.91733 0.52498
C -2.05145 1.69421 -0.38345
C -2.99124 2.15917 -1.34440
C -4.21927 1.69194 -0.98238
C -5.54324 1.93986 -1.61402
H -6.21023 2.47026 -0.93304
H -5.40274 2.55218 -2.50005
H -6.02836 1.01047 -1.91033
H -2.75880 2.79212 -2.17638
C -0.63050 1.99500 -0.44222
O 0.00703 2.03346 -1.47242
C 0.05715 2.33749 0.88872
N 1.41755 1.86745 0.84427
C 1.74331 0.55847 0.67424
O 0.98940 -0.37765 0.79993
C 3.22725 0.51669 0.30988
N 3.58685 1.91064 0.46732
C 2.52008 2.71766 0.66804
O 2.48982 3.91695 0.74684
H 4.47346 2.27977 0.16983
C 3.95493 -0.38131 1.31401
H 3.51487 -1.37507 1.24877
C 5.47529 -0.46436 1.19575
H 5.90187 0.53433 1.31344
C 6.03762 -1.09337 -0.08260
H 6.03421 -0.36842 -0.89592
H 7.08714 -1.32397 0.11692
C 5.32356 -2.37206 -0.53989
H 4.79709 -2.82848 0.29882
C 4.36215 -2.17828 -1.71492
C 3.08544 -1.37725 -1.45136
H 2.51637 -1.82145 -0.63506
H 2.46511 -1.46543 -2.34568
C 3.30707 0.11368 -1.17691
H 4.26634 0.43488 -1.58316
H 2.53492 0.69272 -1.69257
H 4.05826 -3.17040 -2.05909
H 4.90753 -1.70695 -2.53710
H 6.07826 -3.09165 -0.86657
H 5.81770 -1.06054 2.04578
H 3.72311 0.00589 2.31083
H -0.46898 1.92009 1.74522
H 0.10065 3.42842 0.97549
C -2.25614 0.08206 1.65278
H -2.34610 0.60679 2.60631
H -1.21260 -0.17745 1.48738
H -2.82002 -0.84465 1.72888
H -6.06352 0.73663 0.68045
H -4.91501 0.08528 1.85301
H -4.35428 -1.77178 0.24741
H -5.55203 -1.12424 -0.89247
H -7.36556 -3.56725 1.02936
H -5.67187 -3.79366 0.51486

***

What should be chosen as the most stable of them? Choose <i>.

***

<i>
Here is 2 unconnected molecules or ions with the total composition C5H8NP from the OMol25 dataset. Energies are from ωB97M-V/def2-TZVPD.

As for the highest occupied orbital energy: -0.32543 hartree. As for the HOMO-LUMO gap: 8.917 eV. The molar mass comes out at 113.10 g mol⁻¹.

Atoms and positions in Å:
C 0.01190 -1.37029 1.11536
C -1.92181 -0.28125 1.03687
C 0.41836 -0.30698 0.45978
C 2.71083 0.22851 -0.06898
C -1.21849 0.93177 -1.43098
N -1.32774 -1.31821 1.53538
P -0.79364 0.95550 0.35168
H 0.61341 -2.09645 1.66420
H -2.96172 -0.12407 1.06372
H 2.67070 1.11463 0.46427
H 2.76661 0.23330 -1.10067
H 3.26973 -0.53613 0.48253
H -0.73736 1.47892 -2.30586
H -2.33282 1.22859 -1.44606
H -1.16796 -0.13784 -1.82125

***

<ii>
Here is a single C5H8NP molecule from the OMol25 dataset. Energies are from ωB97M-V/def2-TZVPD.

As for the highest occupied orbital energy (alpha / beta): -0.28385 / -0.28386 hartree. As for the HOMO-LUMO gap (alpha / beta): 7.577 / 7.578 eV. The molar mass comes out at 113.10 g mol⁻¹.

Atoms and positions in Å:
C -3.07772 -0.71224 0.06101
C -1.48083 1.10232 0.02856
C 0.06920 -1.16836 0.16669
C 1.29534 -1.95933 0.04589
C 1.21773 1.77890 0.02077
N -2.38655 0.25502 -0.11149
P 0.11713 0.40534 0.57758
H -3.27996 -1.39692 -0.71281
H -1.61443 2.13778 0.13540
H 1.21080 -3.01135 0.53961
H 2.21599 -1.45681 0.48009
H 1.41517 -2.15712 -1.00694
H 0.49232 2.51621 0.17794
H 1.57547 1.75052 -1.03397
H 2.23035 1.91603 0.63167

***

<iii>
Here is a single C5H8NP molecule from the OMol25 dataset. Energies are from ωB97M-V/def2-TZVPD.

As for the highest occupied orbital energy: -0.32015 hartree. As for the HOMO-LUMO gap: 9.401 eV. The molar mass comes out at 113.10 g mol⁻¹.

Atoms and positions in Å:
C 2.49955 1.17725 -0.04310
C 0.30862 0.78234 -0.47629
C 0.49553 -0.50168 -0.18014
C -1.03079 1.30012 -0.76156
C -0.43378 -1.57484 0.16251
N 1.40856 1.63893 -0.49935
P 2.53350 -0.69050 0.34670
H 3.45379 1.64970 0.02539
H -1.41795 1.70628 0.24322
H -1.62532 0.38330 -0.87834
H -1.11695 2.01766 -1.48126
H -1.17875 -0.98976 0.80451
H 0.06540 -2.37173 0.57428
H -0.98222 -1.79016 -0.78283
H 2.12168 -0.48237 1.71440

***

<iv>
Here is a molecular structure, C5H8NP from the OMol25 dataset. Energies are from ωB97M-V/def2-TZVPD.

As for the highest occupied orbital energy (alpha / beta): -0.30609 / -0.30605 hartree. As for the HOMO-LUMO gap (alpha / beta): 7.635 / 7.633 eV. The molar mass comes out at 113.10 g mol⁻¹.

Atoms and positions in Å:
C 1.22145 0.79185 0.97247
C -1.08895 1.18253 0.80664
C -0.90671 -0.20367 1.49639
C 0.28785 -0.73997 1.07300
C 0.67587 0.00459 -1.91254
N 0.30535 1.60440 0.70809
P 1.37524 -1.07509 -0.58230
H -1.64375 0.96045 -0.16036
H -1.71106 1.81409 1.33609
H -1.56070 -0.57621 2.24760
H 0.61577 -1.79984 1.74000
H 1.09629 -0.53005 -2.71265
H 1.02340 1.06549 -1.96775
H -0.41257 -0.20925 -1.92437
H 0.72253 -2.28933 -1.12032

***

What should be chosen as the most stable of them? Choose <iii>.

***

<i>
Here is 3 unconnected molecules or ions with the total composition C3H4BrNO from the OMol25 dataset. Energies are from ωB97M-V/def2-TZVPD.

As for the highest occupied orbital energy: -0.36355 hartree. As for the HOMO-LUMO gap: 10.343 eV. The molar mass comes out at 149.98 g mol⁻¹.

Atoms and positions in Å:
C 0.42016 0.04150 0.25915
C 3.21256 -2.59758 -0.23618
C -0.97289 -0.03817 -0.05802
N 1.53718 0.10154 0.49186
O 3.12602 -3.65956 0.13354
Br 4.66699 0.61746 0.15734
H -1.54451 -0.24929 0.84349
H -1.29385 0.91044 -0.48346
H -1.12810 -0.83443 -0.78518
H 3.28931 0.34180 0.31175

***

<ii>
Here is 2 unconnected molecules or ions with the total composition C3H4BrNO from the OMol25 dataset. Energies are from ωB97M-V/def2-TZVPD.

As for the highest occupied orbital energy: -0.35129 hartree. As for the HOMO-LUMO gap: 10.119 eV. The molar mass comes out at 149.98 g mol⁻¹.

Atoms and positions in Å:
C -0.63774 0.58327 2.16017
C 0.51362 -1.21005 -0.87146
C 0.56366 0.08692 -1.10575
N -0.54910 0.55483 0.97290
O -0.85474 0.22277 3.23793
Br -0.83620 0.93190 -2.14416
H 1.30821 -1.69015 -0.34034
H -0.34929 -1.70718 -1.18971
H 1.24335 0.97033 -1.01181
H -0.40178 1.25737 0.29222

***

<iii>
Here is 2 unconnected molecules or ions with the total composition C3H4BrNO from the OMol25 dataset. Energies are from ωB97M-V/def2-TZVPD.

As for the highest occupied orbital energy (alpha / beta): -0.31939 / -0.31407 hartree. As for the HOMO-LUMO gap (alpha / beta): 7.755 / 8.202 eV. The molar mass comes out at 149.98 g mol⁻¹.

Atoms and positions in Å:
C 1.90418 1.73077 0.14118
C -0.10799 0.13687 -1.47745
C 1.96250 0.47011 -0.36442
N 2.11712 2.79062 0.53292
O 1.08530 -0.20450 -1.05881
Br 3.50296 -0.61261 -0.06549
H -0.63747 -0.59762 -2.00230
H -0.35246 1.20591 -1.69462
H -0.55118 -0.00203 1.24543
H -0.40799 -0.21678 0.54794

***

What should be chosen as the most stable of them? Choose <i>.

***

<i>
Here is a gas-phase ion, C2H4NO2S (charge +1) from the OMol25 dataset. Energies are from ωB97M-V/def2-TZVPD.

As for the highest occupied orbital energy: -0.63930 hartree. The net charge is +1. As for the HOMO-LUMO gap: 11.270 eV. The molar mass comes out at 106.13 g mol⁻¹.

Atoms and positions in Å:
C -0.28351 -2.42666 -0.11694
C 0.93582 1.15771 0.05881
N -0.60493 -1.34029 -0.17318
O -1.33974 0.92698 -1.31052
O -1.64824 0.84142 1.28237
S -0.82183 0.75936 -0.01892
H -0.15823 -3.57013 -0.03381
H 1.24830 2.22061 -0.31683
H 1.16623 0.89644 1.21036
H 1.50612 0.53457 -0.58133

***

<ii>
Here is 2 unconnected molecules or ions with the total composition C2H4NO2S from the OMol25 dataset. Energies are from ωB97M-V/def2-TZVPD.

As for the highest occupied orbital energy: -0.64318 hartree. The net charge is +1. As for the HOMO-LUMO gap: 10.357 eV. The molar mass comes out at 106.13 g mol⁻¹.

Atoms and positions in Å:
C 1.87441 -1.95000 0.25782
C -0.33632 1.41620 -0.07545
N 1.40248 -0.96404 -0.10095
O -2.13390 0.07515 -1.29748
O -1.53283 -0.55816 1.09780
S -1.57160 0.27109 -0.02538
H 2.28554 -2.90974 0.41755
H -0.33843 2.06723 -0.96261
H -0.19223 1.97515 0.74907
H 0.54289 0.57712 -0.06037

***

What should be chosen as the most stable of them? Choose <ii>.